1.
A structure of composition C50H46IN3OP2Pd, computed with wB97M-V/def2-TZVPD.

Each line ends with the natural charge from an NBO analysis.
CARTESIAN COORDINATES (ANGSTROEM)
Pd -0.09081 -0.38666 0.40318  0.053
C 0.00613 -5.36118 4.55580  -0.589
C -0.47042 -4.00831 5.11630  -0.129
C -0.80609 -4.16806 6.59959  -0.597
C -1.69279 -3.56018 4.32537  0.008
C -2.99519 -3.93046 4.63235  -0.198
C -4.05849 -3.53910 3.82944  -0.238
C -3.83574 -2.71533 2.73908  -0.175
C -2.55208 -2.28117 2.41986  -0.368
P -2.21476 -1.06919 1.07336  0.861
C -3.14222 -1.92752 -0.26646  -0.353
C -4.46799 -1.66561 -0.60118  -0.175
C -5.08154 -2.35163 -1.64071  -0.220
C -4.37878 -3.31372 -2.35043  -0.219
C -3.05630 -3.58187 -2.02169  -0.211
C -2.44074 -2.88861 -0.99379  -0.203
C -3.36799 0.29918 1.49153  -0.363
C -4.10999 0.42968 2.66041  -0.212
C -4.90082 1.55142 2.87681  -0.203
C -4.96419 2.55781 1.92713  -0.217
C -4.20677 2.45039 0.76757  -0.233
C -3.40410 1.34245 0.56380  -0.133
C -1.50424 -2.78713 3.18406  0.294
O -0.23959 -2.51749 2.74675  -0.472
C 0.72877 -2.32595 3.68774  0.267
C 1.77230 -1.47163 3.34185  -0.298
C 2.75065 -1.25052 4.30794  -0.205
C 2.69000 -1.86986 5.54483  -0.237
C 1.64796 -2.73976 5.83636  -0.199
C 0.64380 -2.98734 4.91026  0.005
P 1.83847 -0.68940 1.66640  0.840
C 2.56469 0.93934 2.14650  -0.325
C 1.66760 1.97800 2.39380  -0.227
C 2.12486 3.24517 2.71744  -0.162
C 3.48868 3.49872 2.79403  -0.241
C 4.39081 2.47370 2.54921  -0.227
C 3.93135 1.20263 2.22801  -0.234
C 3.34335 -1.49405 0.98561  -0.239
C 4.05295 -2.53760 1.56604  -0.237
C 5.18085 -3.05713 0.94027  -0.210
C 5.62198 -2.53106 -0.26260  -0.218
C 4.92206 -1.48380 -0.85074  -0.206
C 3.78809 -0.98558 -0.23514  -0.245
H -0.77381 -6.11391 4.67574  0.210
H 0.90208 -5.69424 5.08132  0.209
H 0.24117 -5.27877 3.49429  0.219
H -1.59197 -4.90824 6.74087  0.210
H -1.13480 -3.22507 7.03696  0.221
H 0.05844 -4.52759 7.15532  0.209
H -3.19173 -4.54986 5.49660  0.210
H -5.06228 -3.86453 4.06708  0.215
H -4.67312 -2.39043 2.13372  0.222
H -5.02264 -0.91034 -0.05826  0.213
H -6.11070 -2.13317 -1.89530  0.209
H -4.85654 -3.84957 -3.16004  0.211
H -2.49877 -4.32370 -2.57920  0.213
H -1.39439 -3.06457 -0.76192  0.235
H -4.07193 -0.33714 3.42151  0.221
H -5.46805 1.63470 3.79466  0.209
H -5.58431 3.42857 2.09563  0.210
H -4.22440 3.24328 0.03033  0.210
H -2.76537 1.29466 -0.31119  0.217
H 3.57031 -0.57659 4.09269  0.222
H 3.45744 -1.68076 6.28269  0.214
H 1.62725 -3.22819 6.80042  0.211
H 0.60300 1.78933 2.28830  0.246
H 1.41347 4.04068 2.89975  0.207
H 3.84477 4.48991 3.04381  0.213
H 5.45559 2.66105 2.60671  0.214
H 4.64723 0.41610 2.02555  0.224
H 3.72897 -2.95994 2.50843  0.221
H 5.71688 -3.87618 1.40187  0.212
H 6.50287 -2.93584 -0.74320  0.212
H 5.25532 -1.06317 -1.79116  0.213
H 3.23728 -0.16728 -0.68718  0.212
N -0.14724 1.99324 -0.34653  -0.471
C 0.73783 2.60742 -0.77254  0.493
N 1.74234 3.30316 -1.25522  -0.489
C 1.53546 4.32773 -2.27075  -0.204
C 2.11133 5.67363 -1.78800  -0.411
C 3.05385 5.46988 -0.59978  -0.396
C 3.95648 4.26554 -0.83709  -0.418
C 3.12326 2.97614 -0.90608  -0.212
H 0.46666 4.39147 -2.47015  0.220
H 2.02165 4.00081 -3.19672  0.193
H 1.30640 6.35767 -1.51535  0.212
H 2.65793 6.13812 -2.61177  0.204
H 2.47510 5.30176 0.31260  0.209
H 3.64725 6.37025 -0.43866  0.215
H 4.68681 4.16781 -0.03394  0.226
H 4.51818 4.40488 -1.76462  0.199
H 3.10801 2.47194 0.05876  0.238
H 3.53417 2.28437 -1.65110  0.194
I 3.03538 1.01450 -4.50288  0.147
C 1.16567 0.61045 -3.67767  -0.205
C 0.03180 1.27306 -4.12035  -0.212
C -1.18245 0.92542 -3.55118  -0.242
C -1.20540 -0.04017 -2.55563  0.063
N -0.10914 -0.64948 -2.10632  -0.432
C 1.05056 -0.34282 -2.67911  0.003
H 0.09393 2.02728 -4.89307  0.227
H -2.10164 1.39948 -3.86521  0.224
H -2.14094 -0.33614 -2.09510  0.214
H 1.91991 -0.87936 -2.32164  0.212

Forces on atoms 1 to 6 (eV/Å):
Pd 0.2 -0.4 0.5
C 0.0 0.0 0.0
C 0.0 0.0 0.0
C 0.0 0.0 0.0
C -0.1 0.0 0.0
C 0.0 0.0 0.0

HOMO level: -6.31 eV
F_max: 0.0121 hartree/bohr
Orbital gap: 6.6 eV

2.
A structure of composition C50H47F2ILaN8O7Si, computed with wB97M-V/def2-TZVPD.

Each line ends with the Mulliken charge.
CARTESIAN COORDINATES (ANGSTROEM)
La -0.81039 -1.77787 1.31567  1.832
O 0.87659 -1.88162 5.76401  -0.788
C 0.55151 -1.55489 4.64422  -0.833
N -0.05916 -2.21658 3.69823  1.478
C -0.03653 -3.65314 3.82143  -0.641
C -0.71653 -4.30616 4.86461  -0.512
C -0.70976 -5.69891 4.92969  -0.805
C -0.12303 -6.39554 3.90482  -0.831
C 0.49820 -5.75834 2.82626  -0.993
C 0.57283 -4.37770 2.74976  0.863
N 1.21513 -3.58013 1.79532  0.481
C 2.24969 -4.08336 1.16771  0.293
O 2.69734 -5.23893 1.17938  -0.659
C 3.01142 -3.03998 0.36096  -0.297
C 2.71833 -1.65079 0.51778  0.988
C 3.34967 -0.75777 -0.30167  -0.076
C 4.29868 -1.23834 -1.19952  -0.646
C 4.58066 -2.57891 -1.21326  -0.345
N 3.97967 -3.47492 -0.45208  -0.509
C 0.99013 -0.19402 4.12498  0.068
C 1.68817 0.69437 4.96264  -0.355
C 2.27860 1.86013 4.46167  -0.947
C 2.11616 2.13337 3.11800  -0.809
C 1.40161 1.20511 2.37243  -1.017
N 0.82991 0.08684 2.80677  1.127
H -1.11205 -3.68468 5.67006  0.537
H -1.18414 -6.18705 5.79569  0.392
H -0.16515 -7.48694 3.96286  0.367
H 0.95243 -6.37232 2.09914  0.614
H 1.97291 -1.40699 1.29384  -0.132
H 3.17176 0.29038 -0.19904  0.463
H 4.77063 -0.56176 -1.94403  0.341
H 5.37766 -2.90476 -1.93416  0.302
H 1.73004 0.34581 6.00203  0.508
H 2.85589 2.50539 5.12299  0.386
H 2.48398 3.06169 2.71372  0.573
H 1.23727 1.38200 1.31852  0.571
C -1.49776 1.78208 -6.20080  -0.993
C -2.13640 2.46758 -4.98348  -0.994
N -1.54548 1.96156 -3.75090  0.317
C -2.12796 0.89179 -3.17067  -0.302
C -1.74680 0.25919 -2.04884  -0.495
C -2.79218 -0.72613 -1.51647  -0.030
O -3.76017 -0.89702 -2.25599  -0.843
O -2.57875 -1.15113 -0.33719  -0.216
C -0.51328 0.65509 -1.38119  0.045
O -0.04969 0.16764 -0.35688  0.803
C 0.14410 1.81987 -2.06709  0.496
C 1.31705 2.28160 -1.52651  0.347
C 1.96001 3.33707 -2.10748  0.128
F 3.11029 3.75479 -1.61409  -0.365
C 1.43745 4.03490 -3.24380  -1.340
C 0.28257 3.52650 -3.81878  -0.826
C -0.38036 2.43828 -3.20935  0.509
N 2.01976 5.21702 -3.78327  0.535
C 3.43572 5.42614 -3.85857  -0.519
C 3.73860 6.78323 -4.57390  -0.815
N 2.67834 7.24555 -5.49721  -0.341
C 1.42210 7.39998 -4.75131  -0.807
C 1.39525 6.51186 -3.49744  -0.666
H -1.87323 2.13250 -7.16276  0.420
H -1.68129 0.70329 -6.15989  0.316
H -0.40964 1.97515 -6.24547  0.261
H -3.20136 2.38510 -4.87800  0.522
H -1.99710 3.54539 -5.08352  0.374
H -3.02923 0.58540 -3.68355  0.619
H 1.73634 1.76916 -0.68258  -0.100
H -0.00125 4.01979 -4.74835  0.452
H 3.89878 4.63931 -4.45845  0.418
H 4.01705 5.48796 -2.92198  0.257
H 4.71608 6.55955 -5.02328  0.433
H 3.92127 7.54794 -3.78960  0.286
H 2.55712 6.60154 -6.25802  0.307
H 3.27708 9.84244 -6.42491  0.005
H 0.54305 7.23894 -5.37147  0.417
H 1.29675 8.44831 -4.39892  0.278
H 0.34177 6.34391 -3.27033  0.446
H 1.85771 7.00002 -2.60345  0.320
C -2.03176 2.20750 1.04405  -0.326
Si -2.54426 1.43904 2.71040  -0.318
C -4.28059 2.16737 2.97350  -1.170
C -1.47698 2.22131 4.06563  -0.717
N -2.43937 -0.25291 2.72440  0.595
C -3.14351 -0.97872 3.77512  0.533
C -3.60378 -0.41585 4.97031  -0.311
C -4.22789 -1.21176 5.94265  -1.039
C -4.50299 -2.56594 5.72267  -0.714
C -4.02387 -3.12581 4.50954  -0.319
C -3.33155 -2.34034 3.67179  0.150
F -2.89279 -2.96509 2.55159  -0.297
H -2.12448 3.32021 1.11839  0.504
H -2.76873 1.91185 0.30263  0.209
H -1.01636 1.90832 0.70704  -0.491
H -4.30724 3.20983 2.55666  0.318
H -4.57730 2.13498 4.03122  0.310
H -5.04731 1.54551 2.44838  0.255
H -1.70014 3.30352 4.18370  0.454
H -0.42638 2.09960 3.85515  0.177
H -1.70474 1.73684 4.97787  0.314
H -3.46694 0.64112 5.25065  0.192
H -4.60954 -0.71719 6.85492  0.353
H -5.07404 -3.14331 6.42681  0.418
H -4.08536 -4.19453 4.28358  0.432
I 0.66664 -8.94633 -4.52039  0.038
C 0.34648 -7.32891 -3.25741  -0.109
C -0.39707 -7.44857 -2.10606  -0.490
C -0.68458 -6.29734 -1.37250  -0.060
C -0.17217 -5.04777 -1.69655  0.381
C 0.62977 -4.97738 -2.84228  -0.160
C 0.89413 -6.10881 -3.59573  -0.497
C -0.51170 -3.80352 -0.85209  0.306
O -1.16812 -3.95661 0.18098  -0.947
O -0.06469 -2.67228 -1.22994  -0.868
H -0.79472 -8.40506 -1.75153  0.351
H -1.28637 -6.45447 -0.44431  0.289
H 1.10035 -3.99413 -3.10208  0.264
H 1.52754 -6.01022 -4.47449  0.341

Forces on atoms 1 to 6 (eV/Å):
La -1.1 1.6 -1.3
O 0.4 -0.5 1.3
C 0.1 2.0 -0.3
N -0.1 -3.8 -0.8
C -1.7 2.4 0.3
C 0.8 -0.1 0.4

ΔE to the lowest compared entry with this formula, charge and spin: 184.70 kJ/mol
HOMO level (spin up / spin down): -4.72 / -4.73 eV
F_max: 0.0863 hartree/bohr
Orbital gap (spin up / spin down): 4.0 / 6.2 eV
Net charge: -1

Total energy, respectively: -89273.8232; -101144.0909 eV.